1.
The following is a quantum chemistry calculation of 2 unconnected molecules or ions with the total composition C4H12O, from the OMol25 dataset.

Geometry as XYZ:
```
17
Properties=species:S:1:pos:R:3:forces:R:3
C 0.1658 -0.6267 -2.2610 -1.97 5.09 0.41
C -1.0818 -0.2253 -1.3797 1.97 3.06 -2.64
O -0.8400 1.1947 -1.1311 0.01 0.91 0.66
H 1.1314 -0.1761 -1.8577 -1.40 -0.60 -0.68
H 0.1240 -1.6106 -2.1767 0.62 -4.74 -0.77
H -0.2465 -0.1454 -3.2061 1.70 -1.06 0.59
H -1.0451 -0.5634 -0.4146 -0.74 -2.16 2.06
H -2.0250 -0.3332 -2.0267 1.23 0.09 1.60
H -0.0877 1.3123 -0.4787 -1.45 -0.58 -1.21
C 0.7021 0.5741 2.4655 0.48 -0.76 1.34
C 0.8500 -0.9251 2.0942 2.36 1.56 -1.07
H 1.0407 1.1891 1.6837 -0.75 1.03 -1.76
H 1.5367 0.8860 3.1032 -0.30 -0.58 0.89
H -0.2463 0.8524 2.9836 0.68 -0.06 -0.89
H 2.0340 -1.0891 1.9429 -2.89 -0.30 0.60
H 0.3352 -1.4867 2.8284 0.28 -1.06 0.95
H 0.3527 -1.1749 1.1545 0.17 0.17 -0.08
```
Forces are in eV/Å.

The spin multiplicity is 1. Its highest occupied orbital energy is -9.780 eV. Its SMILES is CCO.CC. The frontier orbital gap is 0.3942 hartree. The energy comes out at -234.74970 Eh.

2.
The following is a quantum chemistry calculation of 5 unconnected molecules or ions with the total composition C31H36NO2, from the OMol25 dataset.

Geometry as XYZ:
```
70
Properties=species:S:1:pos:R:3:forces:R:3
C -0.6678 -0.5169 -2.8273 0.57 1.36 0.78
C -0.6381 0.7012 -2.9786 -0.99 -0.72 -1.19
C -0.8532 2.1549 -3.4295 0.17 -0.74 0.73
C -1.3816 3.0261 -2.2140 0.41 0.29 -0.80
C -2.8936 3.4392 -2.3191 1.51 1.44 1.09
N -3.8273 2.3837 -1.7970 -0.19 0.08 -0.75
C -4.0936 1.2280 -2.7373 -0.68 -0.10 -0.65
C -5.5191 1.4260 -3.3816 -0.23 -0.93 -0.35
O -6.2392 0.4877 -3.4722 0.00 0.12 0.28
O -5.9240 2.6574 -3.8774 1.73 -0.62 0.53
H -0.5144 -1.5481 -2.4589 -0.26 1.17 -0.66
H -1.6044 2.2306 -4.2587 0.78 -0.39 0.54
H 0.1057 2.5702 -3.8354 -0.83 -0.41 0.48
H -0.7852 3.9775 -2.2182 -0.73 -0.76 0.12
H -1.1381 2.5045 -1.2564 -0.45 0.50 -0.62
H -3.1737 3.8264 -3.3349 0.07 -0.87 0.84
H -3.0084 4.3250 -1.6325 -0.12 -0.90 -0.60
H -3.4975 1.9982 -0.8962 0.13 0.21 -0.11
H -4.7376 2.8387 -1.6216 0.38 -0.21 0.13
H -4.0225 0.2756 -2.1543 -0.44 0.88 -0.70
H -3.3706 1.1501 -3.5835 -0.21 0.37 0.93
H -5.1356 3.0781 -4.2754 -0.58 0.17 0.13
C 2.8780 -2.9493 -5.0131 0.00 0.01 0.02
C 2.0367 -1.8872 -4.7056 0.04 0.04 0.06
C 2.5699 -0.6885 -4.2450 0.08 -0.06 -0.04
C 3.9454 -0.5501 -4.1015 -0.04 -0.01 0.01
C 4.7862 -1.6115 -4.4126 0.00 -0.01 0.02
C 4.2527 -2.8122 -4.8642 -0.03 0.03 0.00
H 2.4624 -3.8847 -5.3690 0.02 0.04 0.01
H 0.9640 -1.9938 -4.8244 0.04 0.01 -0.02
H 1.9138 0.1375 -3.9988 0.02 -0.04 -0.02
H 4.3619 0.3859 -3.7471 0.00 -0.04 -0.02
H 5.8588 -1.5029 -4.3022 -0.05 -0.01 0.00
H 4.9084 -3.6412 -5.1016 -0.03 0.04 0.00
C -1.1995 0.4573 1.7899 0.09 0.07 -0.02
C -1.7870 0.4477 3.0479 0.01 0.03 -0.01
C -3.1529 0.2258 3.1776 0.00 -0.02 -0.05
C -3.9297 0.0034 2.0488 -0.12 0.04 0.00
C -3.3406 0.0088 0.7890 0.11 0.24 -0.05
C -1.9728 0.2415 0.6550 -0.16 0.13 -0.10
H -0.1346 0.6335 1.6923 -0.04 -0.05 0.02
H -1.1797 0.6136 3.9297 -0.02 -0.04 -0.04
H -3.6110 0.2246 4.1591 0.03 -0.02 -0.05
H -4.9937 -0.1757 2.1498 0.05 -0.01 0.00
H -3.9502 -0.1693 -0.0927 -0.04 -0.19 0.09
H -1.5184 0.2573 -0.3335 0.03 -0.13 0.14
C -0.0100 -2.7251 7.1253 0.00 0.02 -0.03
C 1.1166 -1.9189 7.0201 -0.01 -0.01 0.00
C 1.5030 -1.4217 5.7813 -0.04 0.02 -0.01
C 0.7567 -1.7231 4.6487 -0.04 0.01 0.00
C -0.3728 -2.5269 4.7546 0.02 0.03 0.01
C -0.7537 -3.0314 5.9918 0.01 0.04 0.00
H -0.3089 -3.1154 8.0909 0.02 0.01 -0.04
H 1.6949 -1.6784 7.9045 -0.02 -0.02 -0.04
H 2.3859 -0.7983 5.6984 -0.03 -0.03 0.00
H 1.0558 -1.3309 3.6824 0.03 -0.04 0.03
H -0.9561 -2.7608 3.8709 0.03 0.00 0.03
H -1.6308 -3.6625 6.0734 0.04 0.02 0.00
C 3.6628 0.0346 0.4567 -0.04 0.02 0.00
C 4.7963 -0.6448 0.8849 0.01 0.01 0.01
C 5.1590 -0.6169 2.2261 -0.05 0.01 -0.01
C 4.3823 0.0831 3.1416 0.00 -0.02 -0.03
C 3.2467 0.7595 2.7142 -0.05 0.01 0.01
C 2.8891 0.7391 1.3716 0.06 -0.09 0.02
H 3.3821 0.0151 -0.5905 0.03 -0.02 0.03
H 5.3983 -1.1964 0.1723 -0.03 0.03 0.03
H 6.0467 -1.1415 2.5584 -0.05 0.01 -0.01
H 4.6627 0.1007 4.1882 0.00 0.01 -0.05
H 2.6395 1.3045 3.4288 0.04 -0.01 -0.02
H 2.0057 1.2718 1.0373 0.05 0.02 -0.01
```
Forces are in eV/Å.

The spin multiplicity is 1. Its highest occupied orbital energy is -10.935 eV. As for the net charge: +1. The frontier orbital gap is 0.2844 hartree. The energy comes out at -1407.74368 Eh.

3.
The following is a quantum chemistry calculation of 2 unconnected molecules or ions with the total composition C18H15N4O3, from the OMol25 dataset.

Geometry as XYZ:
```
40
Properties=species:S:1:pos:R:3:forces:R:3
C -5.7075 0.2970 0.5606 0.40 0.11 0.21
N -4.7611 0.8943 1.4764 -0.83 0.01 0.16
C -5.3185 1.9160 2.3339 0.31 -0.28 -0.22
C -3.3883 0.6307 1.4178 1.15 -0.16 -0.13
C -2.5509 1.3603 0.5452 -0.50 -0.40 0.61
C -1.1903 1.1142 0.5105 0.64 -0.34 0.12
C -0.6221 0.1073 1.3235 -1.53 0.01 -0.14
C 0.7916 -0.2005 1.2868 1.06 0.78 -0.03
C 1.7504 0.7659 1.3172 -0.77 -0.88 0.36
C 3.1342 0.4339 1.3450 2.98 -0.86 -0.12
N 4.2706 0.1522 1.3910 -2.56 0.66 -0.03
C 1.4428 2.1467 1.5350 -0.69 2.74 0.28
N 1.1991 3.2744 1.7445 0.59 -2.57 -0.45
C -1.4738 -0.6518 2.1585 0.73 0.19 -0.18
C -2.8251 -0.3808 2.2298 -0.47 0.61 -0.47
H -5.1937 -0.4229 -0.0873 -0.22 0.17 0.13
H -6.4959 -0.2146 1.1332 -0.02 -0.05 -0.24
H -6.1824 1.0780 -0.0538 -0.03 -0.20 -0.10
H -4.5271 2.3556 2.9523 -0.27 -0.07 -0.12
H -5.7936 2.7011 1.7252 0.03 0.09 0.20
H -6.0900 1.4704 2.9793 0.04 0.22 0.08
H -3.0046 2.1233 -0.0876 0.17 -0.17 0.12
H -0.5442 1.6662 -0.1750 -0.18 -0.23 0.17
H 1.0904 -1.2494 1.2733 0.07 0.32 -0.08
H -1.0299 -1.4314 2.7821 -0.17 0.16 -0.19
H -3.4877 -0.9317 2.8975 0.19 0.09 -0.16
O 3.6071 -4.4168 -2.2798 1.45 0.95 -0.60
N 4.4911 -3.6205 -2.6529 0.45 -1.88 -0.03
O 5.6215 -3.9833 -3.0415 -1.74 0.18 0.61
C 4.2037 -2.2122 -2.6348 0.10 1.50 -0.15
C 5.2171 -1.3253 -3.0322 0.13 -0.24 -0.04
C 4.9370 0.0478 -3.0131 -0.13 -0.46 0.04
C 3.7042 0.5265 -2.6131 -0.75 -0.67 0.37
C 2.6321 -0.3693 -2.1499 1.34 -0.27 -0.50
O 1.5352 0.0421 -1.7068 -0.59 0.33 0.31
C 2.9540 -1.7842 -2.2257 -0.11 0.34 0.13
H 6.1819 -1.7243 -3.3384 -0.29 0.22 0.09
H 5.7191 0.7416 -3.3178 -0.14 -0.07 0.04
H 3.4883 1.5940 -2.5902 0.06 -0.17 0.00
H 2.2151 -2.5206 -1.9186 0.09 0.27 -0.06
```
Forces are in eV/Å.

The spin multiplicity is 1. Its highest occupied orbital energy is -3.630 eV. As for the net charge: -1. The frontier orbital gap is 0.1997 hartree. The energy comes out at -1139.56632 Eh.

4.
The following is a quantum chemistry calculation of a molecular structure, C24H23ClPPt, from the OMol25 dataset.

Geometry as XYZ:
```
50
Properties=species:S:1:pos:R:3:forces:R:3
C -0.9496 -1.7053 3.9615 -0.31 -1.21 0.07
C -0.8270 -2.3467 2.6786 -2.06 0.44 1.37
C 0.5158 -2.4573 2.3621 2.18 0.05 -0.67
H -1.6594 -2.7232 2.0771 0.32 0.40 0.27
C 1.3072 -1.8698 3.3944 -0.10 -1.36 -0.15
C 0.4135 -1.6281 4.5270 -0.42 1.60 0.47
H 0.6796 -1.2259 5.5505 -0.23 -1.15 -1.25
H -1.9250 -1.4236 4.4008 0.95 -0.67 0.13
H 0.8977 -2.9754 1.4599 -0.11 0.73 0.66
H 2.4003 -1.7683 3.3299 -0.72 -0.07 0.40
Pt 0.1058 0.1798 3.4896 1.05 2.17 -2.00
Cl 2.1001 1.4273 2.4177 -0.77 -0.52 0.40
P 0.1443 0.3236 -0.5540 -0.16 0.02 -0.52
C 1.3908 -0.8317 -1.1656 0.35 -0.59 0.40
C 1.1686 -1.6761 -2.2677 0.02 -0.02 -0.28
H 0.1855 -1.6752 -2.7571 0.52 -0.01 0.11
C 2.2142 -2.4800 -2.7589 -0.02 0.30 0.30
H 2.0662 -3.0947 -3.6604 0.05 0.37 0.58
C 3.4566 -2.4644 -2.1072 -0.01 0.21 0.25
H 4.2945 -3.0451 -2.5150 -0.46 0.21 0.22
C 3.6569 -1.7049 -0.9278 -0.35 -0.26 -0.62
H 4.6244 -1.7350 -0.4171 -0.45 0.02 -0.16
C 2.6197 -0.9115 -0.4520 -0.44 0.49 -0.06
H 2.6991 -0.3098 0.4652 0.26 -0.25 -0.41
C -1.5261 -0.1917 -1.0528 -0.26 -0.07 0.80
C -1.9482 -1.5293 -0.8027 0.43 0.20 -0.10
H -1.2658 -2.2155 -0.2784 -0.27 0.23 -0.56
C -3.2134 -1.9482 -1.1965 -0.06 0.45 -0.13
H -3.4947 -3.0015 -1.1129 0.04 0.44 0.10
C -4.1243 -1.0054 -1.7209 0.21 -0.18 -0.01
H -5.1148 -1.3438 -2.0470 0.43 0.19 0.19
C -3.7776 0.3476 -1.8212 0.30 -0.26 0.10
H -4.5091 1.0748 -2.1889 0.36 -0.28 0.20
C -2.4824 0.7543 -1.4734 -0.02 -0.02 -0.16
H -2.2028 1.8081 -1.5300 -0.06 -0.29 -0.15
C 0.5275 2.0286 -1.0499 0.34 0.34 0.13
C 1.0723 2.2504 -2.3286 -0.30 -0.09 0.06
H 1.3081 1.4005 -2.9573 -0.02 0.04 -0.08
C 1.2630 3.5439 -2.7979 -0.28 0.58 0.61
H 1.6255 3.7246 -3.8097 -0.07 -0.12 0.30
C 0.9616 4.6358 -1.9556 -0.04 -0.06 0.26
H 1.0510 5.6695 -2.3339 0.07 -0.72 0.24
C 0.5536 4.4287 -0.6194 0.05 -0.17 -0.47
H 0.3970 5.2944 0.0555 0.11 -0.78 -0.53
C 0.3426 3.1149 -0.1720 -0.12 0.05 -0.13
H 0.0603 2.9153 0.8617 0.02 0.16 -0.26
C -1.5627 1.4139 2.9762 -0.95 0.42 -0.27
H -2.5469 0.9404 3.2315 0.89 0.35 -0.48
H -1.5448 1.7426 1.8664 0.00 -0.43 1.97
H -1.4288 2.2683 3.7261 0.10 -0.87 -1.14
```
Forces are in eV/Å.

The spin multiplicity is 5. Its highest occupied orbital energy (spin up / spin down) is -9.710 / -11.956 eV. As for the net charge: +1. The frontier orbital gap (spin up / spin down) is 0.2619 / 0.2263 hartree. The energy comes out at -1848.75822 Eh.

5.
The following is a quantum chemistry calculation of 2 unconnected molecules or ions with the total composition C22H45ClFN5O6PS2, from the OMol25 dataset.

Geometry as XYZ:
```
83
Properties=species:S:1:pos:R:3:forces:R:3
C -1.2764 -3.8630 0.3742 -0.58 0.43 -0.22
C -1.4686 -2.3322 0.2737 0.55 -0.76 -0.13
C -0.1286 -1.5244 0.4880 -3.02 -1.56 0.36
F 0.8283 -2.4494 0.8136 0.70 0.43 -0.37
N 0.1779 -0.7947 -0.7152 0.74 0.51 1.55
C 0.1849 0.5632 -0.8370 2.55 -1.08 -1.37
N -0.5480 1.4651 -0.2864 -1.30 -0.62 1.23
C -1.6253 1.1690 0.6804 -0.07 0.96 0.79
C -1.1556 1.4675 2.1202 -0.55 0.58 0.14
C -2.2773 2.0361 3.0053 -0.24 -0.72 0.24
C -3.3793 1.0035 3.3259 0.88 -0.11 -0.10
C -2.8779 -0.1940 4.1597 -0.57 -0.36 -0.12
C -3.6936 -1.4380 3.7705 -0.08 0.55 0.70
O -3.5780 -2.4792 4.7674 0.38 0.24 -0.60
C -2.7439 -3.4621 4.2851 1.63 1.30 1.95
C -1.2805 -3.3932 4.7116 -0.19 0.14 -0.41
O -3.1137 -4.3219 3.5905 -1.33 -1.88 -1.82
N 1.1703 0.8484 -1.8028 -0.25 1.03 -2.38
P 1.3348 2.5180 -2.3292 -0.96 2.49 1.28
N 2.5808 2.6745 -3.4371 -0.49 -1.22 0.12
O -0.0166 2.8181 -3.2851 0.94 -0.83 0.31
C 0.8505 -0.2233 -2.7893 -2.63 -2.96 2.13
S 1.7318 -0.2809 -4.3607 0.56 0.41 -0.03
N -0.6655 -0.1280 -2.9427 1.60 1.81 -2.13
C -1.1690 -0.3759 -4.0993 -0.80 -0.99 -0.41
C -1.6565 0.6918 -5.0511 -0.16 -0.32 0.92
C -1.3782 -1.7974 -4.6044 0.36 0.75 0.10
C 0.9946 -1.4090 -1.7597 2.12 0.49 -1.53
C 2.4911 -1.7153 -1.4235 0.05 0.08 1.42
C 3.0859 -1.0016 -0.1753 0.34 -1.23 0.39
C 4.5856 -0.6791 -0.2895 -1.03 1.43 0.26
C 4.7671 0.4791 -1.3131 1.08 -1.30 0.77
S 5.0484 2.0686 -0.5169 -1.44 0.58 -1.18
O 5.1314 3.0702 -1.5206 1.14 0.28 -1.00
O 3.9393 2.2835 0.3483 -0.10 -0.74 1.58
Cl 6.8216 2.0235 0.4778 -0.47 -0.37 -0.15
H -1.0332 -4.1629 1.3896 0.19 -0.16 -0.09
H -2.2255 -4.3322 0.1030 0.03 0.00 0.17
H -0.5477 -4.2242 -0.3519 0.17 0.01 0.25
H -1.8692 -2.1372 -0.7252 0.04 0.36 0.14
H -2.2160 -2.0400 1.0154 0.08 0.15 -0.10
H -0.2830 -0.9195 1.3766 0.49 0.61 -0.32
H -0.4380 2.4521 -0.4911 0.61 -0.15 -0.09
H -2.4121 1.8994 0.4696 0.05 -0.10 -0.15
H -2.0762 0.1909 0.5301 0.34 -0.08 -0.20
H -0.3952 2.2492 2.0520 0.10 -0.22 0.03
H -0.7361 0.6105 2.6514 0.22 -0.03 -0.36
H -1.8219 2.3283 3.9563 -0.05 0.22 -0.12
H -2.7391 2.9178 2.5548 0.26 0.03 -0.03
H -3.7752 0.5897 2.3870 -0.21 0.29 0.06
H -4.1724 1.5247 3.8624 -0.18 -0.21 -0.15
H -3.0442 -0.0323 5.2269 0.13 0.10 -0.06
H -1.8147 -0.4079 4.0191 -0.04 0.18 0.02
H -3.3875 -1.8306 2.7964 -0.17 0.07 -0.01
H -4.7424 -1.1372 3.7211 -0.01 -0.28 -0.04
H -0.8615 -2.3950 4.5656 -0.14 0.01 0.28
H -1.1482 -3.7098 5.7461 -0.08 0.16 0.00
H -0.7465 -4.0751 4.0515 0.05 -0.08 0.20
H 3.1853 1.8713 -3.5496 0.10 0.19 -0.37
H 3.0986 3.5354 -3.3147 0.09 -0.15 0.24
H -0.7621 2.6102 -2.6991 -0.21 0.06 -0.48
H 2.0078 -1.6006 -4.4910 -0.27 0.22 0.57
H -0.7582 1.2567 -5.3150 -0.06 0.04 -0.06
H -2.1261 0.2695 -5.9368 -0.14 0.17 0.07
H -2.3028 1.3798 -4.5013 -0.09 0.05 -0.27
H -0.8504 -1.9223 -5.5548 -0.17 -0.25 0.01
H -2.4578 -1.8753 -4.7782 0.12 -0.11 -0.18
H -1.1032 -2.5332 -3.8511 0.19 -0.02 -0.16
H 0.6359 -2.3457 -2.1835 -0.93 0.29 0.25
H 3.1719 -1.5525 -2.2638 -0.50 0.15 -0.28
H 2.5453 -2.7854 -1.2062 0.06 0.06 -0.14
H 3.0092 -1.7031 0.6603 -0.14 0.13 -0.06
H 2.5174 -0.1286 0.1419 0.24 0.21 -0.23
H 4.8625 -0.2818 0.6929 0.28 -0.35 -0.03
H 5.1971 -1.5523 -0.5062 -0.03 0.07 -0.15
H 5.5758 0.2198 -1.9970 -0.04 0.58 -0.15
H 3.8162 0.6144 -1.8260 0.17 0.41 -0.18
C 0.5962 4.8290 1.2746 -0.30 0.28 -0.09
O -0.7678 4.8669 1.6999 -0.01 -0.22 -0.08
H 1.0172 3.8652 1.5555 0.00 0.03 0.03
H 0.6461 4.9405 0.1883 0.25 -0.02 0.00
H 1.1680 5.6233 1.7565 0.14 -0.07 -0.06
H -1.1281 5.7228 1.4445 -0.01 -0.07 0.10
```
Forces are in eV/Å.

The spin multiplicity is 1. Its highest occupied orbital energy is -10.906 eV. As for the net charge: +1. The frontier orbital gap is 0.2914 hartree. The energy comes out at -3287.95999 Eh.

6.
The following is a quantum chemistry calculation of a single C3H7N3O2 molecule, from the OMol25 dataset.

Geometry as XYZ:
```
15
Properties=species:S:1:pos:R:3:forces:R:3
N -2.3580 0.7984 -0.1396 -0.18 -0.25 -0.45
C -1.1330 0.2000 -0.1279 -0.01 -0.23 1.93
O -1.1709 -1.0451 -0.6529 0.09 0.29 -0.53
N -0.1829 0.7662 0.5373 -1.38 0.86 -0.23
C 1.1699 0.2890 0.5898 -0.18 -0.32 -2.45
N 1.4179 -1.0269 1.0769 0.70 0.46 -0.30
C 1.3065 0.4187 -0.9964 2.00 -0.75 2.28
O 1.2006 -0.5538 -1.7149 -0.33 0.31 -0.22
H -3.1421 0.2151 -0.3757 0.00 0.06 -0.03
H -2.5096 1.5508 0.5081 0.12 -0.03 -0.01
H -0.3198 -1.2387 -1.1058 -0.14 0.11 0.14
H 1.7668 1.0266 1.1289 0.01 -0.14 -0.14
H 0.9726 -1.7539 0.5304 0.03 0.00 0.74
H 1.4307 -1.0736 2.0878 -0.37 -0.47 -0.40
H 1.5513 1.4272 -1.3461 -0.37 0.10 -0.32
```
Forces are in eV/Å.

The spin multiplicity is 1. Its highest occupied orbital energy is -8.765 eV. Its SMILES is N/C(O)=N/[C@@H](N)C=O. The frontier orbital gap is 0.3551 hartree. The energy comes out at -433.24111 Eh.

Question: Which value of spin multiplicity does entry 2 give?
Answer: 1